No. 1
# C10H17F3O

An isolated molecule of C10H17F3O in a non-equilibrium geometry (ωB97M-V/def2-TZVPD, the OMol25 dataset).

The geometry in ORCA input format:
```
! wB97M-V def2-TZVPD RIJCOSX def2/J DEFGRID3
* xyz 0 1
C 0.841 3.552 -1.197
C -0.449 4.337 -0.751
C -1.766 3.461 -0.576
C -1.560 2.323 0.456
C -0.768 1.037 0.028
C -1.391 0.232 -1.133
C -0.811 -1.101 -1.443
C -0.946 -2.300 -0.490
C -0.160 -2.050 0.895
O -0.600 -1.714 1.952
C 1.428 -2.108 0.685
F 2.025 -2.345 1.879
F 1.847 -3.042 -0.182
F 1.923 -0.914 0.299
H 1.255 2.958 -0.435
H 1.602 4.216 -1.499
H 0.645 2.875 -2.065
H -0.680 5.065 -1.513
H -0.200 4.831 0.171
H -2.548 4.089 -0.214
H -2.042 3.202 -1.609
H -2.527 1.918 0.854
H -1.114 2.589 1.413
H 0.280 1.147 -0.133
H -0.817 0.425 0.905
H -1.312 0.853 -2.011
H -2.483 0.050 -0.995
H -1.449 -1.357 -2.309
H 0.231 -1.069 -1.794
H -0.671 -3.252 -0.911
H -2.042 -2.418 -0.283
*
```

Summary:
* largest force on an atom: 3.02 eV/Å
* relative energy (zero: lowest compared OMol25 entry of this formula, charge and spin): 102.13 kJ/mol
* LUMO energy: 0.4 eV
* gap between HOMO and LUMO: 10.772 eV
* SMILES: CCCCCCCCC(=O)C(F)(F)F


No. 2
# C10H17FNP

An isolated molecule of C10H17FNP in a non-equilibrium geometry (ωB97M-V/def2-TZVPD, the OMol25 dataset).

The geometry in ORCA input format:
```
! wB97M-V def2-TZVPD RIJCOSX def2/J DEFGRID3
* xyz 0 1
C -2.363 -2.885 -0.800
C -1.808 -2.315 0.268
N -2.021 -1.051 0.730
C -1.884 0.039 0.087
P -0.950 0.286 -1.459
C 0.631 0.587 -0.828
C 1.450 1.480 -1.751
C 1.356 -0.599 -0.219
C 2.024 -0.281 1.123
C 3.184 0.701 1.018
C -2.141 1.276 0.822
C -2.517 1.363 2.091
F -1.932 2.396 0.091
H -2.215 -3.930 -0.998
H -3.030 -2.347 -1.448
H -1.217 -2.901 0.963
H -1.661 -0.568 -2.393
H -1.407 1.475 -1.977
H 2.147 2.070 -1.162
H 0.791 2.174 -2.277
H 2.027 0.926 -2.495
H 2.121 -0.979 -0.907
H 0.643 -1.410 -0.048
H 1.272 0.111 1.810
H 2.397 -1.222 1.538
H 3.871 0.397 0.231
H 2.826 1.703 0.799
H 3.733 0.739 1.956
H -2.664 2.306 2.583
H -2.665 0.459 2.650
*
```

Summary:
* largest force on an atom: 1.47 eV/Å
* relative energy (zero: lowest compared OMol25 entry of this formula, charge and spin): 0.00 kJ/mol
* LUMO energy (alpha / beta): -0.2 / -0.2 eV
* gap between HOMO and LUMO (alpha / beta): 7.024 / 7.024 eV
* SMILES: C=C/N=C(\[PH2]=C(C)CCC)C(=C)F